C35H62F3Si4 | ωB97M-V/def2-TZVPD

Cartesian coordinates (Å):
C  -4.35531  1.18543  6.99213
C  -3.30485  1.10603  5.89374
C  -3.58348  -0.03655  4.91426
C  -2.50041  -0.09899  3.82232
Si  -3.16526  -0.41867  2.08942
C  -2.91481  -2.22260  1.67664
C  -4.94591  0.12076  1.88468
C  -2.32288  0.86603  0.92069
Si  -0.49075  1.06905  1.27951
H  0.78761  -1.38879  -1.96699
C  0.50233  2.36345  0.21929
Si  -0.32309  2.85253  -1.45328
C  0.77960  4.28067  -1.96905
C  -0.35110  1.57239  -2.82313
C  -2.08739  3.44919  -1.14060
C  -2.35932  4.79842  -1.80798
C  -3.81931  5.21003  -1.64221
C  -4.11158  6.57354  -2.26555
C  0.47700  -0.23376  2.27568
Si  2.34558  0.15574  2.60278
C  2.41507  1.83347  3.43226
C  2.94363  -1.19847  3.74161
C  3.44032  0.26965  1.07754
C  4.11504  -1.02341  0.59892
C  5.37252  -0.67284  -0.19060
C  6.00567  -1.86072  -0.90319
H  -4.11009  2.00911  7.66683
H  -5.36261  1.34722  6.59775
H  -4.36161  0.25842  7.57141
H  -3.26953  2.04992  5.32753
H  -2.31893  0.97121  6.35580
H  -3.59590  -0.99248  5.45843
H  -4.58859  0.09197  4.48658
H  -1.92763  0.84922  3.81230
H  -1.78842  -0.90190  4.08920
H  -3.54670  -2.54518  0.83557
H  -1.87592  -2.44071  1.39832
H  -3.15089  -2.86794  2.53945
H  -5.06790  0.48500  0.85363
H  -5.64266  -0.70826  2.05912
H  -5.19275  0.94124  2.57402
H  -2.53489  0.53777  -0.11041
H  -2.82032  1.85506  1.05374
H  0.53330  3.25126  0.91210
H  1.55688  2.13290  -0.02832
H  0.71097  4.51705  -3.03972
H  0.53788  5.19464  -1.40903
H  1.82206  4.01247  -1.74573
H  -0.81928  1.97256  -3.73855
H  0.66551  1.25854  -3.09538
H  -0.91691  0.67342  -2.55141
H  -2.81893  2.69689  -1.47479
H  -2.23822  3.54260  -0.05546
H  -1.71178  5.56806  -1.36339
H  -2.11557  4.77789  -2.88165
H  -4.46215  4.45589  -2.11085
H  -4.07499  5.23491  -0.57522
H  -5.17514  6.81238  -2.17303
H  -3.54749  7.36698  -1.76142
H  -3.85260  6.60194  -3.33060
H  -0.02444  -0.18171  3.27386
H  0.33399  -1.26796  1.91235
H  3.43337  2.24443  3.41701
H  1.75661  2.55751  2.93802
H  2.10385  1.73438  4.48157
H  3.99476  -1.46169  3.56763
H  2.83165  -0.88182  4.78884
H  2.33143  -2.09856  3.59256
H  2.84097  0.69374  0.25910
H  4.24822  0.99773  1.27806
H  4.38495  -1.65654  1.45778
H  3.43952  -1.63135  -0.01928
H  5.13571  0.08383  -0.95199
H  6.07735  -0.20059  0.50348
H  7.02873  -1.62350  -1.21831
H  6.01600  -2.77487  -0.29367
H  5.43382  -2.07788  -1.81456
F  5.34673  -5.49052  -4.49434
C  5.46048  -4.97539  -3.23916
F  5.73772  -6.00677  -2.40825
F  6.55882  -4.15545  -3.24820
C  4.26878  -4.20195  -2.82693
C  3.68338  -4.51635  -1.61152
C  2.50286  -3.86446  -1.30560
C  1.93615  -3.00214  -2.23872
C  0.56990  -2.42584  -1.97206
C  -0.52493  -2.61100  -2.99855
C  -1.78466  -2.00419  -2.79719
C  -2.77216  -2.21369  -3.77704
C  -2.53882  -3.00094  -4.94059
C  -1.26069  -3.54251  -5.14560
C  -0.25839  -3.31154  -4.18899
C  2.67185  -2.55350  -3.35491
C  3.84637  -3.19890  -3.69787
H  4.13135  -5.25420  -0.95465
H  2.00565  -4.01011  -0.34800
H  0.21856  -2.78025  -0.98484
H  -1.95821  -1.38184  -1.88027
H  -3.77353  -1.80436  -3.62813
H  -3.38882  -3.24048  -5.61955
H  -1.01572  -4.15991  -6.02589
H  0.75491  -3.68517  -4.36766
H  2.31331  -1.68134  -3.92319
H  4.41555  -2.94397  -4.60042

Orbital gap: 6.358 eV
Energy above the lowest of the compared OMol25 structures with the same formula, charge and spin: 17.1 kcal/mol
Energy: -2828.26489 hartree
Total charge: +1

Atom charges from the Mulliken analysis, given in e for atoms 1 to 2:
1 C -1.370
2 C -0.319

=====

C48H40F8 | ωB97M-V/def2-TZVPD

Cartesian coordinates (Å):
F  1.13335  22.23269  -13.22182
C  0.00134  22.76987  -12.75164
C  -0.74531  21.92754  -11.91674
C  -1.90469  22.36940  -11.30545
C  -2.30008  23.70995  -11.56387
C  -1.59664  24.55870  -12.41455
C  -0.42352  24.09068  -13.02504
H  -0.28385  20.98258  -11.67078
H  -2.45056  21.73264  -10.62503
H  -3.28432  23.92547  -11.17499
H  -2.01673  25.52475  -12.65258
H  0.13036  24.72390  -13.70228
F  -8.50074  8.53601  -5.89883
C  -9.16916  8.95142  -7.06961
C  -10.58494  8.83412  -7.09965
C  -11.29116  9.24102  -8.21793
C  -10.60087  9.64164  -9.35535
C  -9.21021  9.63333  -9.37465
C  -8.48690  9.36050  -8.18014
H  -11.18479  8.39652  -6.31537
H  -12.37107  9.23525  -8.20508
H  -11.18499  9.84138  -10.24152
H  -8.66688  9.92956  -10.25977
H  -7.41403  9.44844  -8.09286
F  5.46418  11.56380  -14.74850
C  5.49249  12.89101  -14.68821
C  5.17986  13.46853  -13.47912
C  5.03821  14.87763  -13.45317
C  5.37743  15.61941  -14.54576
C  5.83209  15.03732  -15.74828
C  5.83750  13.64667  -15.83311
H  4.73641  12.86237  -12.70302
H  4.64149  15.27046  -12.52866
H  5.34576  16.69762  -14.49234
H  6.16755  15.58304  -16.61780
H  6.09897  13.12622  -16.74261
F  -0.22084  23.18786  -19.62336
C  -0.81798  22.07178  -20.17520
C  -0.34349  20.83137  -19.76926
C  -0.73994  19.71503  -20.47005
C  -1.75223  19.84418  -21.45053
C  -2.29049  21.06245  -21.74782
C  -1.73337  22.22614  -21.17999
H  0.42821  20.75926  -19.01714
H  -0.41079  18.74201  -20.13647
H  -2.28845  19.03249  -21.91960
H  -3.03071  21.25814  -22.50953
H  -2.05233  23.20870  -21.49503
F  1.91832  10.73337  -20.89972
C  0.64960  11.15438  -20.96470
C  0.23664  11.79675  -22.08212
C  -1.07334  12.29513  -22.18533
C  -1.93880  12.07911  -21.15008
C  -1.56848  11.45856  -19.98593
C  -0.24063  10.96283  -19.83629
H  0.95519  12.08162  -22.83640
H  -1.43427  12.89461  -23.00798
H  -2.95862  12.41450  -21.26791
H  -2.22068  11.31466  -19.13721
H  0.01873  10.52237  -18.88490
F  -9.23880  19.52747  -14.57269
C  -9.18006  20.33945  -15.71213
C  -8.03850  21.04774  -16.05565
C  -8.02054  21.86076  -17.18569
C  -9.16816  21.98048  -17.96647
C  -10.37102  21.33846  -17.55564
C  -10.29550  20.41169  -16.49775
H  -7.21351  20.96903  -15.36312
H  -7.12786  22.46598  -17.24254
H  -9.13121  22.66392  -18.80189
H  -11.33645  21.44631  -18.02756
H  -11.20686  19.90138  -16.22316
F  -4.43273  14.04736  -10.83247
C  -3.54055  13.96893  -11.79419
C  -3.41195  14.98920  -12.74211
C  -2.48227  14.91272  -13.73997
C  -1.65225  13.83946  -13.78869
C  -1.73418  12.75525  -12.88362
C  -2.67655  12.90808  -11.87413
H  -4.07886  15.83866  -12.73484
H  -2.43188  15.68405  -14.49424
H  -1.08990  13.57899  -14.67317
H  -1.18301  11.82649  -12.88674
H  -2.68651  12.11371  -11.14250
F  -9.44286  14.61607  -21.29053
C  -9.37628  13.84721  -20.16740
C  -9.98936  12.58026  -20.08955
C  -9.80705  11.75775  -18.98614
C  -9.12261  12.25898  -17.89566
C  -8.48646  13.48630  -17.95191
C  -8.64791  14.30238  -19.09471
H  -10.43523  12.11546  -20.95647
H  -10.19038  10.75802  -18.84476
H  -9.06793  11.68354  -16.98336
H  -8.02171  13.98435  -17.11384
H  -8.32219  15.33190  -19.11437

Orbital gap: 9.525 eV
Energy above the lowest of the compared OMol25 structures with the same formula, charge and spin: 64.9 kcal/mol
SMILES string: Fc1ccccc1.Fc1ccccc1.Fc1ccccc1.Fc1ccccc1.Fc1ccccc1.Fc1ccccc1.Fc1ccccc1.Fc1ccccc1
Energy: -2651.88916 hartree
Total charge: 0

Atom charges from the Mulliken analysis, given in e for atoms 1 to 2:
1 F -0.293
2 C 0.309

=====

C2H6O2 | ωB97M-V/def2-TZVPD

Cartesian coordinates (Å):
O  -0.33904  0.41470  -1.38928
C  0.11549  -0.63733  -0.52886
C  0.04547  0.39127  1.09572
O  -0.37178  1.51274  0.60591
H  0.00805  -0.86008  -1.70790
H  -0.60242  -1.39491  -0.20844
H  1.18673  -0.84191  -0.47846
H  -0.65501  -0.19271  1.70665
H  1.08453  0.33966  1.44617
H  -0.47200  1.26857  -0.54151

Orbital gap: 10.392 eV
Energy above the lowest of the compared OMol25 structures with the same formula, charge and spin: 114.2 kcal/mol
Energy: -230.09858 hartree
Total charge: 0

Atom charges from the natural (NBO) analysis, given in e for atoms 1 to 2:
1 O -0.704
2 C -0.464

=====

| no. | E_HOMO (eV) |
| --- | --- |
| 1 | -11.2 |
| 2 | -9.2 |
| 3 | -10.0 |